Entry 1:
Computed, not measured: a molecular structure, C15H19AsN11OS3Tc in a non-equilibrium geometry, with ωB97M-V with the def2-TZVPD basis set.

## Properties
spin multiplicity = 4
maximum force = 0.0360 hartree/bohr
relative energy (zero: lowest compared OMol25 entry of this formula, charge and spin) = 1.050 eV
HOMO-LUMO gap (alpha / beta) = 7.3 / 5.3 eV
E_LUMO (alpha / beta) = -3.54 / -5.12 eV
charge = +1

Last column: Mulliken charge in e.
CARTESIAN COORDINATES (ANGSTROEM)
1 Tc -0.1543 -0.4900 0.4263  0.221
2 As -0.3931 -1.6161 -2.8668  0.266
3 S -2.4751 -0.0902 -0.0699  -0.246
4 S -1.7690 1.6624 -2.5147  -0.140
5 S -0.5715 -2.8348 0.8984  -0.391
6 O 0.2524 -0.6607 -1.6669  0.118
7 N -2.1783 4.9447 -1.0492  -0.458
8 N 1.8990 -0.5832 0.6091  0.724
9 N 4.7772 -0.9985 2.3227  -0.608
10 N -1.4562 -3.6199 3.2642  -0.362
11 N 3.8038 -0.7902 1.4262  1.191
12 N -3.3124 2.6047 2.2827  -0.515
13 N 2.5418 -0.9739 1.6868  -0.760
14 N -0.9596 -1.3975 3.1326  -1.635
15 N 0.1422 1.5474 0.8472  0.657
16 N 4.0353 -0.3069 0.2353  -0.920
17 N -0.5495 -0.3786 2.3868  1.395
18 C -2.3195 -1.6195 -3.1425  -1.019
19 C -1.0391 -2.5665 2.5639  0.671
20 C 0.5348 2.4949 -0.0016  -0.566
21 C 0.0441 3.2079 2.5857  -1.015
22 C -0.0933 1.8858 2.1431  0.723
23 C -2.6762 1.6422 0.0147  0.297
24 C 0.1158 -3.4624 -2.5057  -1.119
25 C 0.4426 4.1791 1.6938  -0.389
26 C 2.8216 -0.1745 -0.2674  -0.486
27 C -2.2914 3.8044 -1.0386  0.089
28 C -0.4814 0.7962 2.9690  -0.728
29 C 0.7040 3.8134 0.3742  -1.009
30 C 0.4835 -1.0765 -4.5135  -1.056
31 C -3.0686 2.1906 1.2393  0.020
32 C -2.3201 2.3969 -1.0785  0.527
33 H -2.6430 -0.6521 -3.5270  0.357
34 H -1.5282 -4.5244 2.8327  0.198
35 H 1.0871 -3.4586 -2.0081  0.325
36 H -1.7509 -3.4976 4.2192  0.247
37 H 5.6973 -1.0477 1.9028  0.303
38 H -0.1815 3.4411 3.6129  0.524
39 H -0.7502 0.9121 4.0080  0.408
40 H -2.5377 -2.4018 -3.8683  0.466
41 H -0.6203 -3.9368 -1.8539  0.332
42 H 2.6087 0.1975 -1.2479  0.585
43 H 0.2210 -0.0450 -4.7534  0.326
44 H 1.5637 -1.1580 -4.3767  0.341
45 H 0.1808 -4.0117 -3.4442  0.444
46 H 1.0089 4.5438 -0.3542  0.479
47 H 0.5614 5.2018 2.0123  0.447
48 H 0.7072 2.1721 -1.0192  0.740
49 H -2.8368 -1.8328 -2.2053  0.301
50 H 0.1712 -1.7290 -5.3298  0.418
51 H 4.5520 -1.7035 3.0131  0.283

Cartesian forces, eV/Å:
-0.88 -0.35 -1.47
-0.35 -1.02 -0.94
-0.30 0.10 0.30
-0.12 0.40 0.18
0.07 0.15 -0.27
0.37 0.64 1.18
-0.04 0.49 0.07
1.18 -0.26 -0.12
0.82 0.10 1.06
-0.08 -0.07 0.21
-1.43 0.01 -1.09
-0.11 0.14 0.33
0.18 -0.22 1.00
-0.60 -0.54 1.67
-0.14 0.16 0.44
0.69 0.25 -0.25
0.21 1.19 0.52
0.24 0.07 0.04
0.43 0.41 -0.88
0.32 0.29 -0.28
-0.07 -0.54 -0.12
0.40 0.72 -0.51
0.32 -0.95 -0.97
-0.09 0.34 -0.02
0.10 -0.22 -0.25
0.02 -0.10 0.04
0.09 0.60 0.09
-0.27 -1.16 -0.08
-0.08 -0.11 0.26
-0.17 -0.07 0.27
-0.37 0.43 0.51
-0.01 -0.95 -0.41
0.07 -0.18 0.11
-0.01 0.08 0.02
-0.07 0.04 -0.07
0.02 0.02 -0.02
-0.28 -0.11 -0.11
-0.02 0.03 0.13
-0.03 -0.10 0.07
0.10 -0.08 -0.04
0.04 0.13 -0.07
-0.06 0.03 -0.16
-0.01 -0.08 0.10
-0.13 0.00 0.04
-0.01 0.02 0.00
0.04 0.08 -0.13
-0.04 0.12 0.02
-0.02 0.04 -0.08
0.17 0.04 -0.11
-0.02 0.02 0.08
-0.06 -0.01 -0.27

---

Entry 2:
Computed, not measured: a molecular structure, C15H19F5N4OPRhS2, with ωB97M-V with the def2-TZVPD basis set.

## Properties
spin multiplicity = 5
maximum force = 0.0124 hartree/bohr
relative energy (zero: lowest compared OMol25 entry of this formula, charge and spin) = 0.175 eV
HOMO-LUMO gap (alpha / beta) = 9.1 / 5.3 eV
E_LUMO (alpha / beta) = -5.36 / -9.43 eV
charge = +2

Last column: Mulliken charge in e.
CARTESIAN COORDINATES (ANGSTROEM)
1 Rh -0.0465 -0.8350 -1.2734  -0.757
2 S -1.8494 -3.8428 -0.7599  0.422
3 S -0.6715 -0.3219 -3.4861  -0.211
4 P -0.7415 1.0395 0.1122  1.953
5 F 1.7386 -3.2187 0.1914  -0.242
6 F 2.3466 0.8840 -2.0888  -0.298
7 F 4.3913 -3.6480 0.0837  -0.256
8 F 5.0105 0.4251 -2.1709  -0.245
9 F 5.9915 -1.8348 -1.0848  -0.238
10 O -0.8736 -2.7400 -1.1999  -0.603
11 N -3.0160 0.2809 -1.9962  -0.441
12 N -0.8714 3.7679 -0.0345  0.159
13 N -2.3188 2.6904 1.5852  0.175
14 N 0.0700 2.8614 2.0267  0.014
15 C -2.3351 1.3497 1.0021  -1.041
16 C 0.4282 1.5135 1.4618  -1.020
17 C 2.5164 -2.3147 -0.4072  1.050
18 C 1.9476 -1.1726 -0.9887  -0.651
19 C -2.1058 0.0293 -2.6708  0.402
20 C -0.6316 2.5981 -0.8829  -1.064
21 C 0.1348 3.9681 0.9441  -0.726
22 C -2.2018 3.7503 0.5801  -0.833
23 C 2.8347 -0.2533 -1.5691  1.075
24 C -1.3596 2.8611 2.6154  -0.768
25 C 4.7043 -1.6202 -1.0554  0.823
26 C -1.5007 -4.1321 0.9553  -0.811
27 C 4.1891 -0.4483 -1.6212  -0.224
28 C -1.1284 -5.3083 -1.4420  -0.991
29 C 3.8649 -2.5596 -0.4440  -0.120
30 H 1.4457 1.5578 1.0723  0.522
31 H -1.4737 3.8278 3.1039  0.372
32 H 1.1367 3.9289 0.5203  0.400
33 H -1.7358 -3.2098 1.4833  0.283
34 H -2.1624 -4.9261 1.3017  0.438
35 H 0.7304 3.0920 2.7717  0.346
36 H -0.4541 -4.4057 1.0773  0.237
37 H 0.3499 2.6605 -1.3559  0.390
38 H -0.0746 -5.3356 -1.1671  0.301
39 H -3.1493 1.2517 0.2858  0.479
40 H -2.9547 3.5971 -0.1897  0.391
41 H -1.3810 2.5578 -1.6726  0.555
42 H -1.6696 -6.1649 -1.0390  0.442
43 H -2.4764 0.5994 1.7813  0.460
44 H 0.3998 0.7838 2.2713  0.429
45 H -2.3817 4.7112 1.0613  0.311
46 H -0.0129 4.9049 1.4792  0.367
47 H -1.2581 -5.2615 -2.5210  0.358
48 H -1.3952 2.0618 3.3537  0.386

Cartesian forces, eV/Å:
0.24 -0.54 -0.24
-0.33 0.34 -0.21
-0.12 0.13 0.29
-0.05 0.16 -0.11
-0.09 0.05 -0.01
-0.13 0.00 0.02
-0.01 0.01 0.00
-0.02 0.02 0.00
-0.01 0.00 0.00
0.11 -0.27 0.18
0.00 0.03 -0.05
0.00 -0.08 0.03
0.03 -0.01 -0.02
0.02 -0.07 -0.01
0.10 0.01 0.02
-0.04 0.18 0.07
0.00 0.01 0.02
-0.18 0.23 -0.02
-0.04 0.02 -0.12
-0.07 0.03 0.16
-0.01 -0.11 0.06
0.00 -0.02 -0.01
0.10 -0.04 -0.04
0.09 -0.01 -0.08
0.07 -0.01 -0.01
0.11 0.06 0.11
0.13 -0.10 0.04
0.08 -0.07 -0.08
0.13 0.00 -0.02
0.02 0.01 0.00
-0.04 0.01 0.01
0.01 0.03 -0.04
0.00 -0.04 0.06
0.01 0.00 0.00
0.00 0.03 0.00
-0.01 0.02 0.06
0.01 0.02 0.00
-0.01 -0.05 -0.03
-0.03 0.02 -0.01
0.00 0.01 -0.02
-0.02 0.01 -0.02
0.01 -0.01 -0.03
-0.03 0.00 0.02
0.00 -0.02 0.01
0.00 0.02 0.00
-0.01 0.04 -0.02
0.03 -0.04 0.00
-0.04 -0.02 0.01

---

Entry 3:
Computed, not measured: a molecular structure, C15H19IrN2O3S2 in a non-equilibrium geometry, with ωB97M-V with the def2-TZVPD basis set.

## Properties
spin multiplicity = 2
maximum force = 0.0265 hartree/bohr
relative energy (zero: lowest compared OMol25 entry of this formula, charge and spin) = 0.498 eV
HOMO-LUMO gap (alpha / beta) = 7.7 / 6.6 eV
E_LUMO (alpha / beta) = -3.13 / -3.98 eV
charge = +1

Last column: Mulliken charge in e.
CARTESIAN COORDINATES (ANGSTROEM)
1 Ir -0.6771 -0.3325 -0.1296  0.986
2 S -0.6157 -0.2618 2.1929  -0.437
3 S -2.2918 -1.8285 -0.0937  -0.216
4 O -0.3999 2.1436 0.4908  -0.883
5 O 0.8229 -1.7320 0.0921  -0.210
6 O -2.1907 1.0887 -0.7823  -0.603
7 N -0.5525 -0.3992 -2.2475  0.003
8 N -0.4482 2.3994 1.7990  0.466
9 C 2.9826 -2.4047 0.7171  -0.668
10 C 2.1785 -1.2059 0.2677  -0.325
11 C 0.1455 -1.3398 -2.9016  -0.161
12 C 0.6643 -2.9786 0.8791  -0.481
13 C 0.1104 -1.4594 -4.2722  -0.905
14 C -1.3276 0.4383 -2.9405  0.735
15 C 1.9838 -3.1458 1.6067  -0.543
16 C -1.4225 0.3692 -4.3207  -0.946
17 C -0.6524 1.7276 4.0500  -0.827
18 C -0.5847 1.3935 2.6922  0.638
19 C -0.5740 3.0361 4.4566  -0.219
20 C -0.4311 4.0441 3.5013  -0.741
21 C -0.3728 3.6949 2.1821  -0.153
22 C -0.6920 -0.5880 -4.9989  -0.244
23 C -2.0638 1.4802 -2.1480  -0.432
24 H 2.1430 -0.4188 1.0206  0.269
25 H -3.0594 1.6320 -2.5650  0.424
26 H 0.6897 -2.2319 -4.7562  0.426
27 H 3.2782 -3.0168 -0.1360  0.280
28 H -1.5170 2.4255 -2.2096  0.297
29 H 0.7328 -2.0081 -2.2884  0.458
30 H -0.3747 5.0863 3.7768  0.418
31 H 2.4777 -0.7892 -0.6937  0.293
32 H -1.7858 1.8004 -0.2033  0.461
33 H -0.6281 3.2818 5.5079  0.405
34 H 3.8808 -2.0995 1.2499  0.388
35 H -0.7544 -0.6644 -6.0757  0.437
36 H -0.2014 -2.8661 1.5225  0.407
37 H -0.2656 4.3898 1.3639  0.418
38 H -2.0700 1.0592 -4.8442  0.432
39 H -0.7682 0.9226 4.7614  0.422
40 H 2.2321 -4.1975 1.7330  0.370
41 H 0.4652 -3.7639 0.1517  0.277
42 H 1.9338 -2.6809 2.5915  0.286

Cartesian forces, eV/Å:
-0.54 0.86 -0.91
-0.28 0.12 0.22
-0.02 -0.56 -0.16
0.29 -0.01 -0.13
0.14 -0.01 0.17
0.28 -0.41 0.72
0.05 -0.27 0.21
-0.04 -0.06 0.15
0.00 0.02 0.03
-0.06 0.00 -0.10
0.02 0.01 -0.01
0.01 0.04 -0.06
-0.02 0.02 -0.04
-0.07 0.13 0.09
-0.01 -0.02 -0.01
0.01 0.02 0.00
0.00 0.04 0.05
0.07 0.01 -0.20
-0.01 -0.05 0.01
-0.01 0.02 -0.05
0.06 0.02 0.02
0.02 -0.02 0.06
0.03 -0.03 -0.20
-0.01 0.00 0.04
-0.01 -0.02 0.05
0.00 0.00 -0.01
-0.01 0.01 -0.01
0.00 0.00 0.03
-0.02 0.00 0.04
0.01 0.00 0.00
0.00 0.02 0.02
0.12 0.13 -0.02
0.00 0.00 0.00
0.01 -0.02 0.00
0.00 0.00 0.00
-0.01 0.00 0.01
-0.01 0.00 0.00
0.00 -0.01 -0.01
-0.01 0.00 -0.01
0.01 0.00 0.02
0.01 0.00 0.01
-0.01 0.01 0.00